Entry from OMol25: a single C7H7N3O2S molecule at a distorted geometry (the ωB97M-V functional and the def2-TZVPD basis).

Output
* SMILES string: [H]/N=C1\CCC([N+](=O)[O-])=C[C@H]1N=C=S
* multiplicity: 1
* relative energy (zero: lowest compared OMol25 entry of this formula, charge and spin): 103.5 kcal/mol
* maximum force: 4.976 eV/A
* HOMO level: -9.8 eV
* orbital gap: 8.9 eV
* LUMO level: -0.86 eV

Geometry as XYZ:
```
20
Properties=species:S:1:pos:R:3:mulliken_charge:R:1
H 0.30046 3.24771 0.21840 0.2515
N 0.69825 2.71954 -0.52762 -0.7264
C 0.08112 1.63175 -0.60412 0.2892
C -0.99613 1.15159 0.34723 -1.0649
C -0.56383 0.00110 1.21787 -0.7203
C 0.47636 -0.79786 0.50039 -0.4122
N 0.86682 -1.88610 1.28956 1.1120
O 1.66106 -2.67154 0.80292 -0.6721
O 0.46716 -1.92079 2.41511 -0.6178
C 1.17441 -0.47271 -0.63229 -0.4918
C 0.55781 0.50981 -1.58771 0.3115
N -0.50193 -0.15879 -2.15408 -0.5949
C -1.18058 -1.10779 -1.79934 0.6670
S -1.78521 -2.21232 -0.86380 -0.2559
H -1.43963 2.00967 0.84718 0.5182
H -1.77873 0.67347 -0.26324 0.2554
H -0.14019 0.33470 2.08631 0.5344
H -1.18468 -0.70477 1.60613 0.7499
H 1.93954 -1.28183 -0.74047 0.3834
H 1.34791 0.93516 -2.15842 0.4838
```